Entry 1:
Molecular formula: C22H39NO7
Method: DFT, ωB97M-V with the def2-TZVPD basis set

Each atom is followed by the atoms it is bonded to, with distances in Å.
Positions of all 69 atoms, in Å:
1 C 5.20601 -4.08036 0.17920  C2 1.327, H19 1.084, H20 1.088
2 C 4.36012 -3.09515 -0.09194  C1 1.327, C3 1.508, H21 1.083
3 C 3.79885 -2.99693 -1.48853  C2 1.508, C4 1.548, O16 1.459, H22 1.094
4 C 3.11482 -1.65885 -1.86076  C3 1.548, C5 1.531, H23 1.095, H24 1.091
5 C 2.38774 -0.93765 -0.72335  C4 1.531, C6 1.538, H25 1.097, H26 1.091
6 C 1.02555 -1.56273 -0.37739  C5 1.538, N7 1.469, H27 1.098, H28 1.100
7 N 0.01562 -1.28947 -1.40810  C6 1.469, C8 1.480, H29 1.015
8 C -1.34499 -1.08960 -0.86105  N7 1.480, C9 1.531, H30 1.093, H31 1.090
9 C -2.07861 -2.43296 -0.84314  C8 1.531, C10 1.381, C14 1.368
10 C -1.78161 -3.34007 0.15452  C9 1.381, C11 1.369, H32 1.082
11 C -2.40196 -4.56017 0.15378  C10 1.369, C12 1.370, H33 1.085
12 C -3.30856 -4.89095 -0.81850  C11 1.370, C13 1.369, H34 1.083
13 C -3.62717 -3.97608 -1.78616  C12 1.369, C14 1.378, H35 1.086
14 C -3.01093 -2.74407 -1.79499  C9 1.368, C13 1.378, O15 1.389
15 O -3.34229 -1.82532 -2.78219  C14 1.389, H36 0.963
16 O 2.90477 -4.11082 -1.78572  C3 1.459, C17 1.346
17 C 3.08128 -4.63914 -3.01101  O16 1.346, O18 1.210, H37 1.104
18 O 3.27518 -4.02267 -4.03430  C17 1.210
19 H 5.53809 -4.32452 1.18180  C1 1.084
20 H 5.57191 -4.71047 -0.62938  C1 1.088
21 H 4.13577 -2.40067 0.70857  C2 1.083
22 H 4.64853 -3.10241 -2.17026  C3 1.094
23 H 3.87436 -0.97884 -2.26149  C4 1.095
24 H 2.43336 -1.87841 -2.68414  C4 1.091
25 H 2.14630 0.06526 -1.09571  C5 1.097
26 H 2.98239 -0.78495 0.17851  C5 1.091
27 H 0.69757 -1.04197 0.53207  C6 1.098
28 H 1.13865 -2.62331 -0.10923  C6 1.100
29 H -0.05733 -2.12660 -1.97692  N7 1.015
30 H -1.89710 -0.47556 -1.57766  C8 1.093
31 H -1.36508 -0.60977 0.11756  C8 1.090
32 H -1.05114 -3.08849 0.91245  C10 1.082
33 H -2.15595 -5.29172 0.91671  C11 1.085
34 H -3.78154 -5.86549 -0.84078  C12 1.083
35 H -4.34248 -4.21106 -2.56820  C13 1.086
36 H -4.29779 -1.72171 -2.71719  O15 0.963
37 H 3.01087 -5.74048 -3.04488  C17 1.104
38 C 3.13880 4.94360 0.66812  O39 1.418, H44 1.090, H45 1.091, H46 1.095
39 O 1.76448 4.84739 1.00398  C38 1.418, C40 1.421
40 C 1.15692 3.65067 0.53862  O39 1.421, C41 1.518, H47 1.095, H48 1.094
41 C 1.12516 2.56156 1.59553  C40 1.518, O42 1.421, H49 1.094, H50 1.095
42 O 2.42641 2.14826 1.98796  C41 1.421, C43 1.418
43 C 2.89941 2.81397 3.14698  O42 1.418, H51 1.096, H52 1.091, H53 1.089
44 H 3.59999 5.65786 1.34954  C38 1.090
45 H 3.65624 3.98750 0.76207  C38 1.091
46 H 3.24911 5.31148 -0.35756  C38 1.095
47 H 1.65927 3.29710 -0.36744  C40 1.095
48 H 0.12490 3.90019 0.27601  C40 1.094
49 H 0.62807 1.68693 1.16506  C41 1.094
50 H 0.54459 2.88032 2.46743  C41 1.095
51 H 2.50175 2.32725 4.04462  C43 1.096
52 H 2.61920 3.86821 3.16477  C43 1.091
53 H 3.98599 2.73709 3.15901  C43 1.089
54 C -3.97533 4.85322 1.18313  O55 1.419, H60 1.089, H61 1.091, H62 1.095
55 O -4.92918 3.88029 0.78717  C54 1.419, C56 1.419
56 C -4.48108 3.05850 -0.27923  O55 1.419, C57 1.519, H63 1.095, H64 1.094
57 C -3.87669 1.75135 0.20278  C56 1.519, O58 1.423, H65 1.094, H66 1.094
58 O -2.70839 1.95766 0.98874  C57 1.423, C59 1.420
59 C -2.98160 1.98201 2.38165  O58 1.420, H67 1.096, H68 1.091, H69 1.090
60 H -4.22135 5.16880 2.19636  C54 1.089
61 H -2.95674 4.46172 1.17735  C54 1.091
62 H -4.02885 5.72235 0.51925  C54 1.095
63 H -3.77081 3.60546 -0.90752  C56 1.095
64 H -5.35865 2.82441 -0.88897  C56 1.094
65 H -3.57265 1.17222 -0.67446  C57 1.094
66 H -4.61288 1.15942 0.75553  C57 1.094
67 H -3.02972 0.95592 2.76306  C59 1.096
68 H -3.91702 2.48914 2.62100  C59 1.091
69 H -2.16254 2.50230 2.87728  C59 1.090

## Properties
- HOMO-LUMO gap: 9.13 eV
- E: -1442.959126 Eh
- SMILES: C=C[C@H](CCCNCc1ccccc1O)OC=O.COCCOC.COCCOC
- LUMO energy: 0.610 eV

Entry 2:
Molecular formula: C6H12O
Method: DFT, ωB97M-V with the def2-TZVPD basis set

Each atom is followed by the atoms it is bonded to, with distances in Å.
Positions of all 19 atoms, in Å:
1 C -1.69250 -0.99421 0.37944  C2 1.550, H8 1.102, H9 1.091, H10 1.095
2 C -0.20403 -0.56865 0.45618  C1 1.550, C3 1.475, C6 1.630, H11 1.097
3 C 0.39697 -0.06100 -0.79104  C2 1.475, C4 1.472, C5 1.510, C6 1.432
4 C 1.32959 -0.76236 -1.68866  C3 1.472, H13 1.098, H14 1.092, H15 1.092
5 C -0.24850 1.30250 -0.85064  C3 1.510, C6 1.474, H16 1.086, H17 1.087
6 C 0.56676 0.85789 0.29403  C2 1.630, C3 1.432, C5 1.474, H18 1.094
7 O 0.03643 1.30821 2.66612  H12 0.974, H19 0.964
8 H -1.78555 -1.69594 -0.46563  C1 1.102
9 H -2.39063 -0.18331 0.16855  C1 1.091
10 H -2.07846 -1.53397 1.25085  C1 1.095
11 H 0.38656 -1.33474 0.97310  C2 1.097
12 H -0.25523 0.63557 2.02517  O7 0.974
13 H 2.03279 -1.36454 -1.09895  C4 1.098
14 H 0.74844 -1.42343 -2.33485  C4 1.092
15 H 1.88726 -0.04106 -2.29023  C4 1.092
16 H -1.31227 1.44590 -0.68363  C5 1.086
17 H 0.19859 2.01048 -1.54416  C5 1.087
18 H 1.44901 1.38356 0.67238  C6 1.094
19 H 0.93478 1.01909 2.86196  O7 0.964

## Properties
- HOMO-LUMO gap: 10.15 eV
- E: -310.935981 Eh
- SMILES: C[C@@H]1[C@@H]2C[C@]12C.O
- LUMO energy: 0.888 eV

Q: Among the records above, which one has the highest HOMO-LUMO gap?
A: C6H12O